DFT (wB97M-V/def2-TZVPD) results for a structure of composition C14H40CuN7O3P2.

```
67
Properties=species:S:1:pos:R:3:forces:R:3:mulliken_charge:R:1
Cu -0.426 1.350 -0.022 0.03 0.07 -0.02 0.35
N 2.587 2.179 0.742 0.03 0.21 0.06 0.09
C 2.263 3.513 1.387 0.01 -0.07 0.04 0.40
C 1.404 3.350 2.640 -0.01 -0.03 -0.04 -1.55
C -0.104 3.204 2.431 0.05 0.00 0.01 0.48
N -0.466 1.819 2.037 0.00 0.03 0.02 -0.53
C -0.634 4.226 1.424 0.00 -0.01 -0.03 -1.64
C 0.160 4.367 0.122 0.01 0.05 0.05 0.45
N -0.143 3.264 -0.824 -0.05 -0.07 -0.03 -0.52
C 1.662 4.489 0.383 0.00 0.02 -0.03 -1.36
H 2.926 1.510 1.435 0.01 -0.01 -0.02 0.45
H 3.326 2.287 0.046 0.00 0.00 0.00 0.51
H 1.798 1.705 0.265 -0.05 -0.11 0.06 0.02
H 3.238 3.892 1.694 -0.01 0.00 0.00 0.26
H 1.562 4.258 3.226 0.01 0.00 -0.01 0.48
H 1.786 2.536 3.264 0.00 0.01 0.00 0.48
H -0.568 3.428 3.395 0.01 0.00 0.01 0.37
H -1.462 1.688 2.201 0.00 0.00 -0.01 0.28
H -0.013 1.158 2.663 0.00 -0.01 -0.02 0.24
H -0.634 5.203 1.914 0.00 0.00 0.01 0.46
H -1.680 4.007 1.194 0.00 0.01 0.00 0.52
H -0.145 5.310 -0.339 0.00 0.01 -0.01 0.29
H 0.462 3.346 -1.636 -0.01 0.00 -0.01 0.31
H -1.081 3.414 -1.191 0.00 -0.01 0.00 0.33
H 1.836 5.485 0.793 0.01 0.00 0.01 0.50
H 2.219 4.465 -0.559 0.00 0.00 0.00 0.41
C 2.219 -3.401 0.532 -0.02 0.00 0.00 -0.72
N 2.178 -2.513 -0.629 0.08 -0.04 0.01 0.43
C 3.424 -2.503 -1.399 0.01 0.00 0.00 -1.07
P 1.090 -1.335 -0.868 -0.09 -0.04 0.00 -0.44
O 1.368 0.037 -0.325 0.06 0.02 0.05 -0.45
O -0.182 -1.951 -0.081 -0.01 -0.07 -0.04 0.33
P -1.708 -1.404 -0.119 0.01 0.05 0.00 -0.06
O -1.738 -0.036 -0.717 -0.02 -0.03 -0.02 -1.07
N -2.646 -2.406 -0.978 0.02 0.01 -0.02 0.60
C -3.128 -2.101 -2.324 -0.02 -0.01 0.01 -0.97
C -2.875 -3.780 -0.538 0.00 0.01 0.00 -1.04
N -2.109 -1.511 1.462 -0.02 -0.01 0.02 0.70
C -1.356 -2.193 2.509 0.00 0.00 -0.01 -0.93
C -3.531 -1.321 1.771 0.01 -0.01 0.01 -1.18
N 0.818 -1.264 -2.464 -0.03 -0.01 -0.04 0.57
C 0.585 -2.474 -3.253 -0.01 0.04 0.02 -1.09
C 0.546 -0.019 -3.173 -0.01 -0.01 -0.02 -0.67
H 2.975 -3.076 1.251 0.00 0.01 0.00 0.29
H 2.477 -4.406 0.196 0.01 0.00 0.01 0.32
H 1.252 -3.445 1.020 -0.01 0.00 0.01 0.07
H 4.264 -2.193 -0.774 0.00 0.01 0.00 0.34
H 3.346 -1.826 -2.247 0.00 0.00 -0.01 0.34
H 3.626 -3.508 -1.773 0.00 0.00 -0.01 0.35
H -2.864 -1.083 -2.594 0.01 0.00 0.00 0.24
H -4.214 -2.199 -2.354 0.00 -0.01 0.00 0.32
H -2.702 -2.799 -3.048 0.01 0.01 -0.01 0.31
H -2.535 -3.917 0.488 0.00 0.00 0.00 0.25
H -2.339 -4.485 -1.175 0.00 0.00 0.00 0.32
H -3.940 -4.010 -0.582 0.00 0.00 0.00 0.35
H -0.298 -2.219 2.267 0.01 0.00 0.00 0.18
H -1.711 -3.217 2.661 0.00 0.00 0.00 0.29
H -1.486 -1.655 3.449 0.00 0.00 0.00 0.35
H -4.011 -0.714 1.005 0.00 0.00 0.00 0.39
H -3.625 -0.806 2.728 0.00 0.01 -0.01 0.39
H -4.056 -2.277 1.842 0.01 0.00 0.00 0.32
H 0.735 -3.361 -2.642 0.00 -0.01 -0.01 0.32
H 1.275 -2.507 -4.097 0.00 -0.01 0.00 0.39
H -0.435 -2.479 -3.642 0.00 -0.01 0.00 0.30
H 0.831 0.828 -2.554 0.01 0.00 0.00 -0.05
H -0.515 0.067 -3.419 0.00 0.00 0.00 0.22
H 1.125 0.006 -4.096 0.00 0.00 0.00 0.38
```
Positions in Å, forces in eV/Å.

Summary:
Total charge: +2
Relative energy (zero: lowest compared OMol25 entry of this formula, charge and spin), eV: 0.033
Strongest force on any atom, eV/Å: 0.22
LUMO energy, eV: -5.1396
Kohn-Sham gap, eV: 8.70
Multiplicity: 1
Energy, Ha: -3489.39726

DFT (wB97M-V/def2-TZVPD) results for a structure of composition C14H40F4K2N2O28P4S5.

```
99
Properties=species:S:1:pos:R:3:forces:R:3:mulliken_charge:R:1
K 6.451 -4.814 2.956 -0.24 0.07 -0.18 0.99
K 3.334 1.683 4.681 -0.38 0.29 -0.30 0.99
N 2.401 -2.166 1.707 2.66 2.28 -3.28 -0.26
S 2.528 -1.534 0.133 2.03 1.44 -0.52 1.00
O 2.068 -0.173 -0.028 0.88 -1.64 0.67 -0.49
O 2.366 -2.425 -0.985 -0.05 0.25 1.40 -0.52
F 4.137 -1.468 0.342 -0.12 0.38 -0.49 -0.29
S 0.952 -2.538 1.658 -8.16 -3.80 2.64 1.05
O 0.722 -3.974 1.382 0.56 2.69 0.38 -0.61
O -0.087 -1.602 1.220 2.30 -1.26 -0.22 -0.54
F 0.707 -2.415 3.279 0.36 -0.43 -0.24 -0.34
N 1.915 6.278 2.968 1.79 -1.11 -6.94 -0.22
S 1.232 6.681 1.463 1.47 -0.39 -2.69 1.07
O 1.266 8.104 1.249 -0.39 -1.50 -0.16 -0.52
O 0.136 5.839 1.012 1.15 1.37 1.09 -0.55
F 2.427 6.139 0.552 0.08 0.01 0.45 -0.26
S 0.769 6.730 3.760 -4.19 3.88 9.04 1.01
O -0.326 5.816 4.023 0.49 0.80 -0.96 -0.59
O 0.515 8.197 3.830 -0.04 -3.44 -0.51 -0.58
F 1.644 6.500 5.127 -0.20 0.09 0.78 -0.36
C -6.029 3.583 2.009 -0.16 0.75 0.57 -0.66
O -6.534 4.783 1.305 -0.14 -0.14 0.79 -0.24
P -8.103 5.097 1.202 -0.10 0.46 -1.45 0.97
O -8.853 3.932 0.643 0.42 2.00 1.35 -0.70
O -8.461 5.798 2.630 1.73 -1.19 -1.47 -0.26
C -9.756 5.829 3.103 -1.82 -1.09 0.92 -0.73
O -8.227 6.468 0.266 -0.13 -2.09 0.95 -0.32
C -7.489 7.599 0.672 1.74 0.80 -0.19 -0.62
H -5.053 3.766 2.458 0.40 0.54 -1.01 0.29
H -6.003 2.716 1.349 -0.25 0.25 0.10 0.27
H -6.544 3.418 2.955 -0.97 -0.25 -0.43 0.29
H -9.938 6.765 3.631 -0.03 -0.09 -0.17 0.25
H -9.904 4.973 3.761 0.19 0.19 0.70 0.28
H -10.539 5.586 2.385 0.15 0.73 -0.67 0.35
H -6.448 7.302 0.803 0.14 0.04 0.09 0.29
H -7.755 8.142 1.578 -0.74 -0.57 0.20 0.25
H -7.461 8.353 -0.115 -0.41 -0.31 -0.30 0.28
C 1.220 -5.347 11.289 -1.86 0.75 -0.53 -0.64
O 2.279 -5.943 11.958 1.42 -0.63 2.08 -0.29
P 2.187 -5.980 13.590 -1.33 -0.79 0.89 0.99
O 0.932 -6.582 14.175 2.38 1.15 -1.35 -0.66
O 3.554 -6.718 14.056 -1.02 1.38 -1.04 -0.32
C 3.644 -8.056 13.603 0.68 -1.15 -0.03 -0.67
O 2.438 -4.451 13.956 -0.05 -1.64 -2.98 -0.23
C 2.628 -3.918 15.185 -0.12 0.39 3.10 -0.74
H 0.483 -6.082 10.965 -0.01 -0.16 0.18 0.26
H 1.510 -4.803 10.390 0.62 -0.09 0.15 0.24
H 0.724 -4.635 11.948 -0.21 0.09 -0.14 0.31
H 2.960 -8.254 12.778 -0.34 -0.27 0.42 0.33
H 3.564 -8.710 14.472 -0.65 -0.14 -0.22 0.26
H 4.625 -8.300 13.194 0.29 0.65 0.00 0.25
H 2.241 -4.542 15.990 -0.42 -0.27 -0.04 0.35
H 2.065 -2.986 15.250 0.46 0.19 -0.03 0.27
H 3.679 -3.841 15.464 0.16 0.53 -0.47 0.28
C 6.957 1.533 -8.047 -0.84 0.83 -0.41 -0.58
O 7.420 2.672 -7.250 -0.83 -0.25 -0.01 -0.32
P 6.373 3.827 -6.789 0.05 -0.10 1.38 0.94
O 6.819 4.566 -5.576 -0.06 -0.53 -1.88 -0.69
O 6.046 4.686 -8.105 0.10 -0.07 0.35 -0.27
C 6.695 5.972 -8.331 0.26 -0.97 -0.12 -0.62
O 5.019 3.019 -6.542 1.06 -0.56 -0.23 -0.27
C 3.708 3.534 -6.461 -0.68 0.33 -0.34 -0.60
H 6.236 1.918 -8.767 -0.21 -0.09 0.01 0.28
H 6.461 0.771 -7.446 0.17 0.24 0.27 0.26
H 7.716 1.059 -8.670 0.63 0.45 0.60 0.27
H 5.976 6.761 -8.107 0.38 0.00 0.26 0.22
H 6.992 6.022 -9.379 -0.32 -0.11 -0.06 0.24
H 7.625 5.958 -7.764 -0.27 0.66 0.30 0.34
H 3.164 3.253 -5.560 0.66 -0.17 0.35 0.25
H 3.140 3.073 -7.269 -0.01 0.39 -0.24 0.26
H 3.707 4.623 -6.511 -0.09 -0.04 -0.22 0.28
C -4.543 0.860 -9.183 -0.44 1.01 -1.02 -0.66
O -4.226 -0.300 -8.460 0.21 -0.35 2.63 -0.27
P -4.708 -0.397 -6.908 -0.43 -0.99 1.79 0.98
O -6.194 -0.372 -6.654 3.08 0.06 -0.63 -0.67
O -3.996 -1.803 -6.365 0.12 1.83 -1.48 -0.36
C -2.532 -1.943 -6.429 -0.22 0.55 0.77 -0.70
O -3.835 0.757 -6.117 0.00 -1.01 -4.27 -0.22
C -3.762 0.975 -4.774 -1.48 -0.27 2.43 -0.64
H -4.705 0.516 -10.205 -0.29 0.25 0.04 0.25
H -3.769 1.626 -9.221 0.56 -0.39 0.30 0.26
H -5.405 1.395 -8.783 -0.35 -0.37 -0.11 0.34
H -2.226 -2.176 -5.409 -0.05 -0.52 -0.12 0.31
H -1.983 -1.023 -6.628 -0.52 0.33 -0.34 0.31
H -2.179 -2.680 -7.151 -0.58 -0.16 0.10 0.29
H -4.770 1.247 -4.461 -0.01 0.15 0.53 0.29
H -3.094 1.777 -4.459 0.20 -0.04 -0.69 0.25
H -3.503 0.066 -4.231 0.21 -0.09 0.06 0.28
C 1.955 -9.649 -4.638 0.55 -1.26 0.54 -0.30
C 1.944 -8.264 -4.152 -1.06 1.64 0.73 -0.28
O 1.832 -7.454 -5.329 0.66 -0.54 -0.51 -0.28
S 2.317 -8.288 -6.647 -1.92 3.10 -3.52 1.07
O 3.380 -7.495 -7.308 -1.76 -2.81 2.18 -0.53
O 1.105 -8.501 -7.495 3.22 -0.27 2.62 -0.54
O 2.759 -9.608 -5.830 0.03 0.61 -0.99 -0.28
H 0.952 -10.034 -4.825 0.14 -0.06 -0.28 0.30
H 2.497 -10.265 -3.921 -0.18 -0.32 -0.25 0.29
H 2.784 -7.975 -3.519 0.40 0.00 -0.48 0.28
H 1.057 -8.058 -3.554 -0.09 -0.07 -0.04 0.27
```
Positions in Å, forces in eV/Å.

Summary:
Strongest force on any atom, eV/Å: 10.70
LUMO energy, eV: -3.4406
Kohn-Sham gap, eV: 4.92
Multiplicity: 1
Energy, Ha: -7729.42080

DFT (wB97M-V/def2-TZVPD) results for a cluster of 6 separate species, C14H41BN2O10PS5 in total.

```
74
Properties=species:S:1:pos:R:3:forces:R:3:mulliken_charge:R:1
C 1.784 0.600 1.544 1.00 0.86 -0.69 -0.64
N 0.886 1.118 0.486 -1.37 -1.54 1.26 0.15
C 0.981 0.351 -0.780 0.80 0.47 -0.38 -0.89
B -0.485 1.314 0.946 0.13 0.17 -0.43 0.07
O -0.864 1.210 2.334 0.38 -0.29 -0.83 -0.54
N -1.528 1.693 -0.050 1.13 -0.51 1.00 -0.27
C -2.558 0.648 -0.260 -2.33 0.61 -0.34 -0.04
C -3.940 1.199 0.270 -2.87 2.61 -1.30 0.34
O -4.601 0.681 1.198 1.31 -1.24 0.35 -0.72
O -4.422 2.238 -0.341 2.10 -1.66 0.41 -0.81
P -2.081 -1.040 0.386 1.96 -0.59 0.12 0.70
O -2.915 -2.137 -0.594 -0.22 0.76 0.93 -0.51
O -2.618 -1.290 1.967 -0.08 0.45 -0.64 -0.42
H 2.719 0.230 1.038 -0.88 0.06 0.63 0.31
H 2.123 1.495 2.138 -0.45 -1.07 -0.06 0.08
H 1.344 -0.202 2.183 0.50 0.54 -0.41 0.22
H 2.057 0.223 -1.053 -1.00 0.28 0.46 0.46
H 0.503 0.946 -1.587 0.23 -0.55 0.66 0.14
H 0.534 -0.673 -0.739 0.16 0.78 0.14 0.18
H -0.596 0.345 2.687 0.22 0.45 -0.07 0.23
H -1.946 2.581 0.237 -0.48 -0.47 -0.30 0.24
H -2.679 0.541 -1.378 0.01 -0.29 1.02 0.17
H -2.504 -3.013 -0.481 0.06 0.61 0.07 0.35
H -2.803 -0.450 2.427 -0.62 -0.12 -0.65 0.28
C -8.411 -1.321 -1.344 -0.17 0.00 0.04 -0.93
S -6.755 -1.857 -1.815 0.23 0.00 0.15 0.59
O -6.898 -3.147 -2.557 -0.18 0.03 0.10 -0.69
C -6.210 -2.251 -0.148 -0.11 -0.06 0.19 -0.76
H -8.957 -1.057 -2.250 0.09 -0.03 -0.02 0.32
H -8.931 -2.129 -0.828 0.07 -0.04 -0.02 0.28
H -8.338 -0.445 -0.698 0.10 -0.01 -0.04 0.34
H -6.872 -3.001 0.291 -0.10 0.00 -0.15 0.46
H -6.211 -1.344 0.461 0.17 0.08 -0.10 0.30
H -5.198 -2.646 -0.201 -0.01 0.17 -0.12 0.10
C 1.760 1.768 -5.016 0.09 0.11 -0.03 -0.70
S 1.508 0.092 -4.403 -0.02 -0.04 0.14 0.52
O 2.200 -0.011 -3.089 0.33 -0.10 -1.12 -0.56
C 2.556 -0.714 -5.631 0.12 0.00 -0.12 -0.97
H 1.220 2.457 -4.368 -0.04 -0.14 0.04 0.33
H 2.823 2.014 -5.001 0.00 -0.08 0.00 0.03
H 1.370 1.847 -6.032 -0.01 -0.03 0.03 0.38
H 3.568 -0.311 -5.577 -0.04 0.04 0.06 0.24
H 2.140 -0.554 -6.627 -0.03 0.00 0.04 0.38
H 2.577 -1.781 -5.415 -0.08 0.06 0.08 0.32
C 6.099 5.724 -4.202 -0.09 0.07 0.08 -0.90
S 6.523 4.377 -5.322 -0.04 -0.04 -0.02 0.49
O 5.553 4.413 -6.451 0.05 -0.01 0.20 -0.61
C 6.014 3.050 -4.213 -0.09 -0.04 0.06 -0.80
H 6.301 6.668 -4.708 0.03 -0.09 -0.06 0.31
H 5.041 5.671 -3.942 0.02 -0.06 -0.05 0.30
H 6.712 5.657 -3.302 0.01 -0.03 -0.04 0.34
H 4.961 3.166 -3.950 0.02 0.06 -0.04 0.19
H 6.630 3.071 -3.314 0.01 0.02 -0.04 0.38
H 6.156 2.099 -4.725 0.04 0.09 -0.06 0.30
C -1.827 -3.901 3.682 -0.12 -0.05 0.16 -0.87
S -0.268 -3.884 2.782 -0.12 0.22 -0.05 0.53
O -0.584 -3.648 1.350 0.01 -0.39 0.08 -0.61
C 0.077 -5.644 2.977 -0.02 -0.17 -0.01 -1.04
H -2.249 -2.897 3.654 0.09 -0.02 -0.18 0.18
H -2.521 -4.599 3.211 0.06 0.02 -0.07 0.30
H -1.646 -4.191 4.719 0.09 -0.03 -0.04 0.44
H -0.738 -6.231 2.551 -0.02 0.08 -0.02 0.31
H 0.195 -5.877 4.036 0.01 0.05 -0.01 0.37
H 1.003 -5.873 2.450 -0.03 0.10 0.00 0.32
C 1.173 1.418 5.580 -0.11 0.00 0.01 -0.76
S 2.862 0.966 5.148 -0.08 -0.02 -0.13 0.52
O 2.800 -0.311 4.388 0.04 0.06 0.31 -0.56
C 3.390 0.567 6.826 -0.02 -0.06 0.15 -1.00
H 0.639 1.671 4.663 0.10 -0.03 -0.04 0.16
H 0.677 0.578 6.069 0.08 -0.04 -0.03 0.29
H 1.186 2.285 6.242 0.05 0.00 -0.03 0.39
H 2.755 -0.220 7.237 -0.02 0.01 -0.08 0.30
H 3.332 1.461 7.448 0.00 0.01 -0.05 0.36
H 4.421 0.218 6.788 -0.04 0.03 -0.10 0.33
```
Positions in Å, forces in eV/Å.

Summary:
Total charge: -1
Strongest force on any atom, eV/Å: 4.09
LUMO energy, eV: 1.9125
Kohn-Sham gap, eV: 5.89
Multiplicity: 1
Energy, Ha: -3777.07372

- The highest energy belongs to which entry?
  C14H40CuN7O3P2

- Which of these has the highest energy?
  C14H40CuN7O3P2